Version P
{
  "formula": "C7H10O4",
  "method": "wB97M-V/def2-TZVPD",
  "total_charge": 0,
  "homo_lumo_gap_ha": [0.3159, 0.2322],
  "e_homo_ev": [-8.20, -6.97],
  "elements": ["C", "C", "C", "C", "C", "C", "C", "O", "O", "O", "O", "H", "H", "H", "H", "H", "H", "H", "H", "H", "H"],
  "coordinates": [[2.118, -0.178, -0.046], [0.476, -2.123, 0.121], [1.184, 0.827, 0.039], [-0.691, -1.304, 0.166], [-0.330, 0.329, -0.078], [-1.106, 1.197, 0.832], [-0.769, 0.530, -1.570], [3.292, 0.042, 0.168], [1.617, -1.427, -0.462], [1.477, 2.028, 0.410], [-1.900, -1.703, 0.605], [0.860, -2.365, 1.213], [0.441, -3.028, -0.530], [-0.768, 1.277, 1.867], [-2.160, 1.071, 0.951], [-1.126, 2.177, 0.396], [-1.791, 0.676, -1.677], [-0.275, -0.320, -1.980], [-0.269, 1.487, -1.769], [2.354, 1.852, 0.688], [-2.636, -1.046, 0.656]]
}

***

Version Q
{
  "formula": "C7H10O4",
  "method": "wB97M-V/def2-TZVPD",
  "total_charge": 0,
  "homo_lumo_gap_ha": 0.3209,
  "e_homo_ev": -8.16,
  "elements": ["C", "C", "C", "C", "C", "C", "C", "O", "O", "O", "O", "H", "H", "H", "H", "H", "H", "H", "H", "H", "H"],
  "coordinates": [[-1.339, 0.907, -0.714], [-2.327, -1.359, 0.608], [-0.613, -0.417, -0.902], [-2.124, -0.087, 1.381], [0.637, -0.338, -0.064], [1.532, 0.639, -0.104], [2.777, 0.605, 0.732], [-1.517, -1.518, -0.621], [-1.665, 0.967, 0.755], [0.775, -1.499, 0.685], [1.516, 1.635, -1.094], [-0.580, 1.796, -0.916], [-2.336, 0.891, -1.241], [-2.184, -2.235, 1.259], [-3.321, -1.367, 0.217], [-0.392, -0.607, -2.028], [2.493, -0.287, 1.422], [2.858, 1.567, 1.109], [3.667, 0.389, 0.068], [-0.127, -1.986, 0.473], [2.271, 2.302, -1.026]]
}

***

version P comes first in stability; the runner-up is 51.6 kJ/mol higher.

***

Version P
{
  "formula": "C3H5N2",
  "method": "wB97M-V/def2-TZVPD",
  "smiles": "C=[NH+]CC#N",
  "total_charge": 1,
  "homo_lumo_gap_ha": 0.4209,
  "e_homo_ev": -17.02,
  "elements": ["C", "N", "C", "C", "N", "H", "H", "H", "H", "H"],
  "coordinates": [[-0.411, -1.283, 0.009], [-0.780, -0.034, -0.089], [0.172, 1.123, 0.002], [1.396, 0.486, 0.009], [1.853, -0.556, -0.065], [-1.106, -2.151, 0.114], [0.742, -1.569, 0.098], [-1.820, 0.341, -0.121], [-0.061, 1.708, 0.872], [0.014, 1.935, -0.829]]
}

***

Version Q
{
  "formula": "C3H5N2",
  "method": "wB97M-V/def2-TZVPD",
  "smiles": "C1=NC=[NH+]C1",
  "total_charge": 1,
  "homo_lumo_gap_ha": 0.3432,
  "e_homo_ev": -16.30,
  "elements": ["C", "N", "C", "N", "C", "H", "H", "H", "H", "H"],
  "coordinates": [[-0.515, 1.079, -0.210], [-0.834, 0.240, -1.187], [-0.335, -0.930, -1.021], [0.365, -0.910, 0.395], [0.361, 0.429, 0.823], [-0.766, 2.175, -0.470], [-0.601, -1.822, -1.551], [0.881, -1.669, 0.561], [1.415, 0.887, 0.790], [0.030, 0.522, 1.871]]
}

***

version Q comes first in stability; the runner-up is 66.5 kJ/mol higher.

***

Version P
{
  "formula": "C3H5N2",
  "method": "wB97M-V/def2-TZVPD",
  "total_charge": 1,
  "homo_lumo_gap_ha": [0.2931, 0.2931],
  "e_homo_ev": [-14.36, -14.36],
  "elements": ["C", "C", "C", "N", "N", "H", "H", "H", "H", "H"],
  "coordinates": [[1.621, 1.161, 0.055], [0.167, 1.063, -0.048], [1.405, -1.083, -0.055], [2.144, -0.158, 0.027], [-0.273, -0.305, -0.020], [0.104, 1.703, 0.839], [-0.230, 1.619, -0.910], [1.508, -2.191, -0.041], [-0.421, -0.499, 0.968], [-1.056, -0.601, -0.581]]
}

***

Version Q
{
  "formula": "C3H5N2",
  "method": "wB97M-V/def2-TZVPD",
  "smiles": "N#C[C@@H]1C[NH2+]1",
  "total_charge": 1,
  "homo_lumo_gap_ha": 0.4704,
  "e_homo_ev": -17.02,
  "elements": ["N", "C", "C", "C", "N", "H", "H", "H", "H", "H"],
  "coordinates": [[2.723, 0.035, -0.256], [1.670, -0.029, 0.156], [0.328, -0.085, 0.588], [-0.696, -0.716, -0.281], [-0.635, 0.737, -0.178], [0.201, -0.098, 1.669], [-0.391, -1.150, -1.224], [-1.553, -1.202, 0.174], [-0.271, 1.273, -0.968], [-1.377, 1.234, 0.319]]
}

***

Version R
{
  "formula": "C3H5N2",
  "method": "wB97M-V/def2-TZVPD",
  "total_charge": 1,
  "homo_lumo_gap_ha": [0.2585, 0.2585],
  "e_homo_ev": [-12.50, -12.50],
  "elements": ["C", "C", "C", "N", "N", "H", "H", "H", "H", "H"],
  "coordinates": [[-2.013, -0.165, -0.307], [0.548, -0.880, 0.353], [0.139, 0.569, 0.589], [-1.160, 0.455, 0.230], [1.088, 0.179, -0.479], [-2.779, -0.586, -0.969], [1.231, -1.386, 1.060], [0.372, 1.215, 1.411], [2.061, 0.583, -0.472], [0.513, 0.016, -1.415]]
}

***

Version S
{
  "formula": "C3H5N2",
  "method": "wB97M-V/def2-TZVPD",
  "total_charge": 1,
  "homo_lumo_gap_ha": [0.3199, 0.3946],
  "e_homo_ev": [-15.72, -15.92],
  "elements": ["C", "C", "C", "N", "N", "H", "H", "H", "H", "H"],
  "coordinates": [[1.599, 0.580, -0.140], [0.236, 0.689, 0.425], [0.311, -0.747, 0.296], [1.591, -0.715, -0.256], [-0.567, 0.001, -0.588], [2.281, 1.321, -0.279], [-0.246, 1.338, 1.086], [-0.157, -2.747, 1.398], [-1.573, -0.064, -0.848], [-0.206, 0.210, -1.459]]
}

***

version Q comes first in stability; the runner-up is 353.1 kJ/mol higher.

***

Version P
{
  "formula": "C3H5N2",
  "method": "wB97M-V/def2-TZVPD",
  "smiles": "c1c[nH+]c[nH]1",
  "total_charge": 1,
  "homo_lumo_gap_ha": 0.4261,
  "e_homo_ev": -15.11,
  "elements": ["C", "C", "N", "C", "N", "H", "H", "H", "H", "H"],
  "coordinates": [[-0.140, 1.098, 0.424], [0.625, 0.765, -0.639], [0.483, -0.605, -0.788], [-0.321, -1.084, 0.155], [-0.700, -0.055, 0.902], [-0.236, 2.068, 0.878], [1.234, 1.275, -1.364], [0.934, -1.187, -1.489], [-0.536, -2.127, 0.253], [-1.342, -0.147, 1.668]]
}

***

Version Q
{
  "formula": "C3H5N2",
  "method": "wB97M-V/def2-TZVPD",
  "smiles": "N#[N+]C1CC1",
  "total_charge": 1,
  "homo_lumo_gap_ha": 0.4333,
  "e_homo_ev": -17.04,
  "elements": ["N", "N", "C", "C", "C", "H", "H", "H", "H", "H"],
  "coordinates": [[3.514, -0.067, 0.163], [2.487, -0.088, -0.119], [0.763, -0.066, -0.628], [-0.175, -0.726, 0.279], [-0.084, 0.797, 0.166], [0.646, 0.000, -1.658], [0.081, -1.037, 1.326], [-0.918, -1.308, -0.126], [-0.838, 1.159, -0.458], [0.038, 1.253, 1.120]]
}

***

version P comes first in stability; the runner-up is 393.3 kJ/mol higher.

***

Version P
{
  "formula": "C3H15NO4",
  "method": "wB97M-V/def2-TZVPD",
  "spin_multiplicity": 2,
  "total_charge": 1,
  "homo_lumo_gap_ha": [0.3877, 0.1839],
  "e_homo_ev": [-14.25, -14.24],
  "elements": ["C", "C", "C", "O", "N", "H", "H", "H", "H", "H", "H", "H", "H", "H", "H", "H", "O", "H", "H", "O", "H", "H", "O"],
  "coordinates": [[-0.208, 1.157, 0.077], [0.086, -0.206, 0.823], [0.040, -0.046, 2.328], [1.415, -0.535, 0.454], [-0.322, 1.054, -1.293], [-1.117, 1.565, 0.560], [0.463, 1.959, 0.392], [-0.528, -1.011, 0.391], [-0.628, -0.782, 2.785], [1.020, -0.217, 2.747], [-0.334, 0.923, 2.612], [1.339, -0.781, -0.481], [-0.205, 1.896, -1.857], [-1.198, 0.583, -1.520], [-3.715, -2.003, 0.445], [-4.123, -0.426, 0.185], [-3.608, -1.073, 0.665], [3.373, 0.159, 1.130], [3.776, 1.156, 0.044], [4.138, 0.537, 0.684], [0.829, -1.621, -3.853], [-0.363, -0.746, -3.421], [-0.130, -1.544, -3.898]]
}

***

Version Q
{
  "formula": "C3H15NO4",
  "method": "wB97M-V/def2-TZVPD",
  "spin_multiplicity": 2,
  "total_charge": 1,
  "homo_lumo_gap_ha": [0.4370, 0.2069],
  "e_homo_ev": [-15.19, -15.13],
  "elements": ["C", "C", "C", "O", "N", "H", "H", "H", "H", "H", "H", "H", "H", "H", "H", "H", "O", "H", "H", "O", "H", "H", "O"],
  "coordinates": [[-0.964, -0.284, 0.633], [0.251, 0.753, 0.704], [0.092, 1.792, 1.808], [0.293, 1.430, -0.524], [-0.482, -1.534, 0.157], [-1.367, -0.351, 1.646], [-1.657, 0.142, -0.096], [1.204, 0.252, 0.839], [0.078, 2.793, 1.381], [-0.749, 1.702, 2.492], [0.967, 1.769, 2.454], [0.626, 0.781, -1.208], [-1.175, -2.283, 0.180], [0.382, -1.893, 0.571], [1.821, -2.484, 2.530], [3.222, -3.005, 2.224], [2.297, -3.105, 1.971], [-1.356, 1.638, -1.404], [-1.295, 2.159, -2.904], [-1.855, 1.797, -2.215], [-0.663, -0.126, -2.540], [0.079, -1.018, -1.501], [0.197, -0.493, -2.290]]
}

***

version Q comes first in stability; the runner-up is 19.1 kJ/mol higher.